{
  "formula": "C40H68Br2ClINO15PS2",
  "method": "ωB97M-V/def2-TZVPD",
  "total_charge": 0,
  "e_homo_ha": -0.3163,
  "homo_lumo_gap_ev": 8.42,
  "lumo_ev": -0.19,
  "e_tot_ha": -9791.9615,
  "symbols": ["C", "C", "O", "C", "C", "C", "C", "C", "S", "O", "O", "Cl", "C", "Br", "N", "C", "O", "O", "C", "C", "C", "C", "I", "P", "S", "C", "C", "O", "C", "C", "C", "C", "C", "C", "C", "C", "C", "C", "C", "C", "C", "Br", "H", "H", "H", "H", "H", "H", "H", "H", "H", "H", "H", "H", "H", "H", "H", "H", "H", "H", "H", "H", "H", "H", "H", "H", "H", "H", "H", "H", "H", "H", "H", "H", "H", "H", "H", "H", "H", "H", "H", "H", "H", "H", "H", "H", "C", "C", "O", "C", "O", "O", "C", "H", "H", "H", "H", "H", "H", "H", "H", "C", "C", "O", "C", "O", "O", "C", "H", "H", "H", "H", "H", "H", "H", "H", "C", "C", "O", "C", "O", "O", "C", "H", "H", "H", "H", "H", "H", "H", "H"],
  "xyz": [[-2.314, -4.441, -1.512], [-1.738, -3.272, -2.323], [-0.770, -2.572, -1.538], [0.536, -2.365, -2.037], [1.168, -3.778, -2.222], [1.346, -4.301, -3.648], [2.205, -5.602, -3.636], [1.459, -6.825, -4.187], [0.594, -7.730, -2.914], [0.555, -6.955, -1.714], [1.115, -9.058, -2.860], [-1.298, -7.858, -3.651], [0.704, -1.415, -3.235], [-0.577, -1.390, -4.696], [0.654, -0.017, -2.675], [1.444, 0.984, -3.647], [2.563, 0.608, -3.916], [0.717, 1.911, -3.937], [0.847, -0.079, -1.158], [1.533, 1.048, -0.374], [2.661, 1.902, -0.995], [2.141, 3.304, -1.361], [3.355, 4.282, -2.788], [-0.977, 0.198, -0.613], [-1.435, 0.110, 1.265], [1.320, -1.544, -0.956], [1.068, -2.166, 0.404], [1.719, -1.450, 1.433], [1.720, -2.047, 2.672], [1.939, -3.402, 2.844], [1.966, -3.987, 4.096], [2.183, -5.471, 4.224], [1.767, -3.171, 5.192], [1.563, -1.816, 5.016], [1.538, -1.221, 3.771], [1.355, 0.268, 3.621], [2.746, 0.934, 3.739], [0.449, 0.877, 4.693], [2.842, -1.524, -1.399], [3.933, -1.947, -0.409], [5.135, -2.456, -1.215], [4.608, -0.490, 0.689], [-2.226, -5.384, -2.047], [-1.800, -4.509, -0.556], [-3.367, -4.267, -1.298], [-1.370, -3.594, -3.291], [-2.552, -2.572, -2.529], [0.598, -4.489, -1.628], [2.164, -3.802, -1.788], [0.400, -4.567, -4.119], [1.875, -3.597, -4.287], [2.564, -5.809, -2.631], [3.047, -5.476, -4.315], [0.780, -6.560, -4.995], [2.174, -7.526, -4.614], [1.635, -1.627, -3.742], [-0.308, 0.266, -2.866], [1.909, 0.596, 0.542], [0.782, 1.760, -0.020], [3.137, 1.480, -1.872], [3.428, 2.039, -0.237], [2.092, 3.920, -0.465], [1.129, 3.255, -1.756], [-1.789, -0.541, -1.482], [-1.102, 1.518, -1.083], [1.407, -3.203, 0.349], [0.005, -2.214, 0.637], [2.111, -4.030, 1.979], [2.635, -5.850, 3.308], [1.211, -5.964, 4.296], [2.803, -5.725, 5.079], [1.756, -3.603, 6.183], [1.418, -1.212, 5.901], [0.973, 0.540, 2.639], [2.703, 1.977, 3.417], [3.070, 0.907, 4.779], [3.474, 0.430, 3.109], [0.245, 1.922, 4.462], [0.939, 0.858, 5.665], [-0.501, 0.346, 4.750], [2.985, -2.209, -2.228], [3.122, -0.552, -1.798], [3.624, -2.768, 0.233], [5.417, -1.755, -1.996], [4.878, -3.435, -1.628], [5.972, -2.630, -0.541], [-2.535, 8.421, 0.985], [-1.884, 8.282, 2.343], [-1.952, 6.930, 2.830], [-1.051, 6.096, 2.310], [-0.197, 6.379, 1.513], [-1.261, 4.886, 2.827], [-0.390, 3.872, 2.321], [-3.556, 8.040, 1.012], [-2.558, 9.468, 0.684], [-1.986, 7.857, 0.231], [-2.416, 8.878, 3.083], [-0.847, 8.616, 2.326], [0.651, 4.174, 2.413], [-0.628, 3.659, 1.279], [-0.567, 2.981, 2.915], [-1.290, 6.259, 5.985], [-2.308, 7.373, 5.867], [-3.079, 7.472, 7.080], [-2.485, 8.106, 8.085], [-1.396, 8.619, 8.063], [-3.309, 8.085, 9.134], [-2.777, 8.694, 10.313], [-1.782, 5.327, 6.265], [-0.770, 6.109, 5.044], [-0.554, 6.495, 6.754], [-3.028, 7.163, 5.082], [-1.834, 8.327, 5.639], [-2.420, 9.700, 10.105], [-1.966, 8.089, 10.717], [-3.594, 8.734, 11.027], [-4.539, -4.954, -8.869], [-5.302, -4.251, -7.769], [-4.472, -3.317, -7.059], [-4.290, -2.144, -7.666], [-4.764, -1.807, -8.717], [-3.484, -1.406, -6.902], [-3.150, -0.126, -7.457], [-3.638, -5.420, -8.468], [-5.160, -5.724, -9.325], [-4.236, -4.251, -9.643], [-5.634, -4.964, -7.016], [-6.183, -3.741, -8.157], [-4.046, 0.420, -7.738], [-2.499, -0.249, -8.321], [-2.621, 0.414, -6.676]],
  "forces_ev_per_angstrom": [[0.0152, 0.1987, -0.1076], [-0.7262, -0.2170, 0.3723], [0.0997, 0.8883, -0.2318], [0.2493, -1.1721, 0.2233], [0.2302, 0.2777, -0.4793], [0.3498, -0.9527, 0.2954], [-0.6022, 0.1898, -0.4979], [0.5068, 0.2640, -0.3023], [0.6292, -0.4021, 0.3411], [-0.3570, 0.1920, -0.1109], [-0.2013, -0.0052, -0.1501], [-0.1454, 0.0751, -0.0065], [-0.5482, 0.0923, 0.2164], [-0.0425, -0.3259, -0.0015], [-0.3071, -1.0345, 0.2309], [0.8973, 1.3758, -1.0547], [0.0527, -0.6009, 0.1765], [-0.3755, -0.0136, 0.3146], [-2.2027, -0.5490, 0.2617], [0.8137, 0.2764, -0.1601], [-0.1488, 0.6626, -0.0971], [-0.4134, -0.3994, 0.4621], [0.0712, 0.1244, 0.0141], [0.1611, 0.1911, 0.8883], [-0.0718, -0.1565, -0.0802], [1.0149, 0.6613, -0.4882], [-0.2069, -0.2674, 0.1890], [0.1267, -0.0923, -0.2892], [-0.0474, 0.0610, 0.0994], [0.0917, -0.1262, -0.5461], [0.1464, -0.2001, 0.0142], [-0.3224, 0.2184, -0.4281], [-0.0223, -0.1723, 0.1451], [0.0209, -0.0296, 0.5566], [-0.3989, 0.3925, -0.2196], [0.7812, 0.6697, 0.3943], [-0.2825, 0.0376, -0.1992], [-0.1076, -0.1369, -0.2898], [0.0414, -0.1111, 0.7424], [0.4285, -0.3458, -0.8050], [-0.1978, -0.3031, 0.5628], [-0.0505, -0.0222, 0.1657], [0.0683, -0.0835, 0.0838], [0.0874, -0.1171, 0.0034], [-0.0442, -0.0662, 0.0067], [0.3319, -0.0357, 0.0588], [0.1177, 0.1331, -0.1240], [-0.2091, 0.0333, -0.1026], [0.0387, 0.0635, 0.1501], [-0.1527, 0.3997, -0.0510], [-0.1997, 0.2306, -0.0238], [0.2250, -0.0475, -0.0173], [0.2051, 0.0455, 0.2112], [-0.1962, 0.0239, 0.1418], [-0.1064, -0.2868, 0.1973], [0.3134, 0.5508, 0.2232], [0.1091, 0.4162, -0.0225], [-0.0337, -0.2481, -0.1002], [-0.0964, -0.0193, -0.0502], [0.0073, -0.3021, 0.0590], [0.1354, -0.1513, -0.0800], [0.1306, 0.1740, -0.0760], [0.0926, 0.0379, -0.3529], [0.0662, 0.1212, -0.1896], [0.0269, -0.0660, -0.4158], [0.1585, -0.0058, -0.0068], [-0.0803, 0.0832, -0.1233], [0.0003, -0.0758, -0.0242], [0.1906, -0.0910, 0.0942], [0.0428, -0.1377, 0.2554], [-0.0179, -0.0836, 0.0715], [0.0443, 0.0465, 0.0949], [-0.0390, 0.0934, -0.0087], [-0.2000, -0.4206, -0.0282], [-0.0337, 0.0782, 0.0908], [0.1883, -0.0362, 0.0054], [0.0828, -0.0539, 0.0631], [0.0289, 0.0117, 0.0402], [-0.0889, -0.0420, 0.1032], [-0.0576, 0.0291, 0.0910], [-0.0730, 0.0450, -0.1715], [-0.0831, 0.0369, -0.0438], [-0.1557, 0.3020, 0.3762], [0.0620, -0.0129, -0.0719], [-0.0304, 0.0967, -0.3051], [0.1404, 0.1253, -0.0931], [-0.0117, -0.2214, -0.0759], [-0.0493, 0.3515, -0.0784], [0.0499, 0.0121, -0.0387], [-0.1181, -0.0038, -0.0735], [0.0783, 0.0161, -0.0362], [-0.0037, -0.0338, 0.0347], [0.0966, -0.2147, -0.0069], [-0.0306, 0.0802, 0.0382], [-0.0015, 0.0156, 0.0227], [0.0575, 0.0443, 0.0068], [-0.0360, -0.1219, 0.0777], [0.0456, -0.1186, -0.0317], [-0.0003, 0.0594, -0.0562], [0.0438, 0.0550, -0.0335], [-0.1466, 0.0692, -0.0202], [0.0549, 0.0035, 0.2528], [0.1787, -0.2032, -0.1669], [-0.0950, 0.1552, -0.0659], [-0.0431, -0.0309, -0.0163], [0.0642, 0.0406, 0.0077], [-0.0259, 0.0023, 0.0334], [-0.0528, 0.0445, 0.1262], [-0.0337, -0.0167, -0.1042], [-0.0060, -0.0064, -0.0507], [0.0059, 0.0528, -0.0244], [-0.1182, -0.0718, 0.1042], [0.0112, 0.0447, 0.1849], [0.0576, -0.0171, -0.0357], [0.0570, 0.0392, -0.0389], [-0.0466, -0.0523, -0.0456], [0.1830, 0.1364, -0.0263], [-0.2033, -0.2706, -0.1127], [-0.0173, 0.0070, 0.0574], [0.0519, -0.0702, 0.0409], [-0.0327, 0.0356, -0.0675], [0.0875, 0.0763, 0.0621], [0.0599, 0.1215, 0.0633], [-0.0484, -0.0738, 0.0292], [-0.0162, -0.0103, 0.0178], [-0.0672, 0.0122, -0.0173], [0.0852, 0.0615, 0.1017], [0.0663, 0.1095, -0.0281], [-0.0207, -0.0416, -0.0593], [-0.0636, -0.0065, -0.0558], [0.0067, -0.0684, 0.0452]],
  "mulliken_charge": [-1.10, -0.10, -0.19, 1.28, -1.66, -0.17, -1.23, -0.98, 1.09, -0.44, -0.62, -0.23, -0.97, -0.11, 0.72, 0.22, -0.59, -0.68, 0.45, 0.18, -1.12, -1.59, 0.04, -0.15, -0.35, 1.71, -1.83, 0.91, -0.08, 0.01, 0.47, -1.65, -1.27, -0.47, -0.03, 2.87, -1.41, -1.88, -2.71, 0.23, -1.42, -0.10, 0.18, 0.27, 0.33, 0.18, 0.47, 0.40, 0.60, 0.31, 0.29, 0.48, 0.52, 0.54, 0.43, 0.64, 0.86, -1.23, 0.54, 0.62, 0.53, 0.68, 0.45, -0.02, 0.21, 0.30, 0.48, 0.10, 0.37, 0.32, 0.40, 0.42, 0.31, -0.96, 0.24, 0.46, 0.18, 0.37, 0.43, 0.41, 0.40, 1.00, 0.27, 0.36, 0.34, 0.48, -1.25, -0.18, -0.29, 0.68, -0.58, -0.37, -0.42, 0.32, 0.39, 0.32, 0.32, 0.35, 0.35, 0.29, 0.04, -0.89, 0.00, -0.41, 0.74, -0.56, -0.35, -0.64, 0.28, 0.10, 0.36, 0.30, 0.23, 0.30, 0.29, 0.22, -1.09, -0.21, -0.31, 0.66, -0.56, -0.21, -0.75, 0.28, 0.36, 0.31, 0.30, 0.32, 0.37, 0.33, 0.20]
}